Entry 1:
A single C3H6OS molecule at a distorted geometry, computed with ωB97M-V with the def2-TZVPD basis set.

Last columns: bonded neighbours and bond lengths (Å).
Geometry (Å):
1 C -2.55780 -0.19599 -0.03956  H4 1.098, H5 1.094, H6 1.142, O10 1.387
2 C -0.48531 0.64117 -0.30512  C3 1.415, H7 1.040, H8 1.139, O10 1.428
3 C 0.69890 0.39210 0.42858  C2 1.415, H9 1.180, S11 1.620
4 H -3.21488 -0.96181 0.39220  C1 1.098
5 H -2.64636 -0.11165 -1.12706  C1 1.094
6 H -2.93103 0.81158 0.34598  C1 1.142
7 H -0.51877 0.62122 -1.34449  C2 1.040
8 H -0.90053 1.54035 0.25754  C2 1.139
9 H 0.35767 0.47252 1.55543  C3 1.180
10 O -1.21716 -0.50080 0.14289  C1 1.387, C2 1.428
11 S 2.10353 -0.21184 -0.10788  C3 1.620

Properties
energy above the lowest of the compared OMol25 structures with the same formula, charge and spin = 2.505 eV
total energy = -16088.4861 eV
SMILES = COCC=S
HOMO = -8.8165 eV
orbital gap = 8.62 eV
spin multiplicity = 1

Löwdin atomic charge list, values in e, 8 entries: -0.14 -0.34 -0.69 0.09 0.09 0.11 0.11 0.15



Entry 2:
A single C3H6OS molecule at a distorted geometry, computed with ωB97M-V with the def2-TZVPD basis set.

Last columns: bonded neighbours and bond lengths (Å).
Geometry (Å):
1 C -0.11219 0.78229 -0.75044  C3 1.487, S5 1.708, H6 0.994
2 C 1.54312 -1.50342 1.16893  O4 1.367, S5 1.985, H7 1.181
3 C -1.48310 0.79861 -1.32681  C1 1.487, H8 1.189, H9 1.019, H10 1.027
4 O 1.62133 -1.38869 2.52842  C2 1.367, H11 1.015
5 S 0.17073 -0.17075 0.63783  C1 1.708, C2 1.985
6 H 0.57022 1.21052 -1.33213  C1 0.994
7 H 2.57785 -1.09577 0.77011  C2 1.181
8 H -1.90498 1.86821 -1.02209  C3 1.189
9 H -2.08821 0.00750 -1.11094  C3 1.019
10 H -1.54202 0.76205 -2.35175  C3 1.027
11 H 0.64723 -1.27055 2.78887  O4 1.015

Properties
energy above the lowest of the compared OMol25 structures with the same formula, charge and spin = 5.066 eV
total energy = -16085.9246 eV
HOMO (alpha / beta) = -7.7294 / -8.2996 eV
orbital gap (alpha / beta) = 7.31 / 7.99 eV
spin multiplicity = 1

Löwdin atomic charge list, values in e, 8 entries: -0.50 -0.36 -0.19 -0.17 0.87 0.00 0.07 0.13



Which value of energy above the lowest of the compared OMol25 structures with the same formula, charge and spin does entry 1 give?
2.505 eV



Number 2 is which compound?
C3H6OS



The lowest energy above the lowest of the compared OMol25 structures with the same formula, charge and spin belongs to which entry?
number 1